# 1
The following is a DFT calculation (ωB97M-V with the def2-TZVPD basis set) of a cluster of 6 separate species, C55H93F8N5O4S2 in total in a non-equilibrium geometry.

The molar mass is 1104.498 g mol⁻¹.

Last column: Mulliken charge in e.
CARTESIAN COORDINATES (ANGSTROEM)
C  -1.854  -0.934  -2.577  -0.19
C  -1.781  -0.713  -3.765  -0.29
C  -1.417  -0.517  -5.213  -0.61
C  -1.962  0.895  -5.631  -0.69
C  -0.978  2.057  -5.315  -1.38
C  -1.033  2.555  -3.864  0.76
C  0.056  2.394  -3.034  0.38
C  1.357  1.699  -3.448  -0.64
C  1.599  0.386  -2.653  0.15
O  1.210  -0.678  -3.006  -0.44
F  2.298  0.433  -1.475  -0.10
C  0.001  2.914  -1.658  0.27
N  1.104  2.818  -0.756  -0.40
C  2.017  3.663  -1.079  0.69
C  1.775  5.006  -1.782  -1.00
C  3.489  3.332  -0.797  -1.12
C  -1.146  3.528  -1.225  0.55
N  -1.212  4.021  0.131  -0.57
C  -1.233  5.233  0.216  0.43
S  -1.250  6.792  0.415  -0.36
C  -2.295  3.662  -2.082  -0.21
N  -3.394  4.257  -1.564  -0.48
C  -4.375  4.379  -2.415  0.09
S  -5.849  5.237  -1.775  1.49
O  -5.550  5.673  -0.439  -0.70
O  -6.172  6.406  -2.556  -0.67
C  -7.324  4.101  -1.657  0.61
F  -6.996  2.841  -2.015  -0.29
F  -8.236  4.568  -2.543  -0.25
C  -8.024  4.088  -0.264  0.71
F  -8.382  5.332  0.092  -0.26
F  -7.177  3.610  0.673  -0.27
C  -9.298  3.186  -0.186  0.57
F  -9.762  3.291  1.077  -0.24
F  -10.290  3.581  -0.985  -0.26
F  -9.055  1.893  -0.402  -0.25
C  -4.317  3.893  -3.765  0.06
C  -5.546  4.112  -4.666  -1.02
C  -5.412  5.392  -5.564  0.16
O  -6.602  6.153  -5.569  -0.63
C  -4.939  5.048  -6.997  -0.54
N  -3.464  5.143  -7.116  -0.74
N  -3.287  3.270  -4.308  0.01
C  -2.262  3.190  -3.415  0.49
H  -1.840  -1.064  -1.507  0.42
H  -0.321  -0.560  -5.346  0.22
H  -1.919  -1.253  -5.860  0.42
H  -2.060  0.867  -6.738  0.37
H  -2.977  1.034  -5.237  0.43
H  -1.291  2.911  -5.952  0.18
H  0.031  1.788  -5.652  0.43
H  1.407  1.409  -4.502  0.43
H  2.249  2.327  -3.245  0.15
H  0.946  5.587  -1.350  0.11
H  2.678  5.644  -1.720  0.42
H  1.583  4.884  -2.868  0.23
H  3.968  4.067  -0.130  0.44
H  3.993  3.438  -1.783  0.44
H  3.613  2.288  -0.479  -0.03
H  -6.499  4.053  -4.124  0.06
H  -5.537  3.241  -5.354  0.59
H  -4.613  6.010  -5.098  0.35
H  -6.584  6.808  -4.861  0.36
H  -5.369  5.732  -7.744  0.40
H  -5.218  4.005  -7.272  0.27
H  -3.201  4.909  -8.072  0.26
H  -3.023  4.410  -6.559  0.26
C  5.823  -2.669  1.895  -0.93
C  5.715  -1.668  3.039  -0.48
C  4.298  -1.536  3.593  -0.85
C  3.257  -1.024  2.595  -0.73
C  3.568  0.333  1.967  0.22
C  3.634  1.469  2.981  -1.20
H  5.222  -2.363  1.037  0.10
H  6.858  -2.754  1.560  0.42
H  5.490  -3.660  2.213  0.23
H  6.091  -0.694  2.711  0.25
H  6.375  -1.989  3.851  0.40
H  4.320  -0.880  4.468  0.35
H  3.968  -2.513  3.962  0.42
H  2.290  -0.965  3.104  0.44
H  3.129  -1.759  1.794  0.14
H  2.784  0.563  1.239  -0.06
H  4.506  0.288  1.405  0.33
H  2.692  1.560  3.527  0.28
H  3.820  2.419  2.474  0.37
H  4.439  1.321  3.705  0.32
C  3.370  -3.956  -1.245  -0.62
C  2.488  -5.072  -0.696  -0.50
C  3.132  -5.843  0.455  -0.62
C  4.423  -6.585  0.101  -0.61
C  4.300  -7.598  -1.036  0.09
C  3.338  -8.739  -0.728  -1.41
H  4.298  -4.347  -1.668  0.30
H  2.847  -3.416  -2.036  0.35
H  3.622  -3.241  -0.458  -0.17
H  2.212  -5.753  -1.506  0.27
H  1.553  -4.633  -0.337  0.38
H  2.403  -6.553  0.856  0.37
H  3.349  -5.146  1.272  0.20
H  4.782  -7.101  0.999  0.45
H  5.200  -5.859  -0.156  0.26
H  5.290  -8.021  -1.230  -0.09
H  3.994  -7.099  -1.960  0.33
H  3.647  -9.279  0.170  0.31
H  3.316  -9.451  -1.556  0.41
H  2.318  -8.380  -0.580  0.32
C  9.405  -7.857  -2.084  -1.27
C  8.258  -8.598  -2.761  -0.17
C  8.085  -10.034  -2.267  -0.57
C  9.275  -10.960  -2.527  -0.87
C  9.689  -11.091  -3.992  -0.37
C  8.602  -11.693  -4.877  -1.17
H  10.368  -8.329  -2.289  0.31
H  9.458  -6.829  -2.446  0.39
H  9.261  -7.824  -1.001  0.29
H  8.400  -8.582  -3.846  0.29
H  7.329  -8.053  -2.570  0.16
H  7.186  -10.458  -2.725  0.33
H  7.890  -10.016  -1.189  0.41
H  9.030  -11.954  -2.138  0.38
H  10.137  -10.617  -1.947  0.34
H  10.574  -11.731  -4.044  0.36
H  9.991  -10.118  -4.392  0.24
H  8.313  -12.684  -4.520  0.29
H  8.963  -11.797  -5.902  0.37
H  7.711  -11.064  -4.906  0.27
C  -14.538  0.880  5.605  -1.19
C  -13.134  0.285  5.640  -0.34
C  -12.029  1.337  5.703  -0.73
C  -11.957  2.281  4.501  -0.78
C  -11.777  1.596  3.147  -0.22
C  -10.472  0.815  3.032  -1.20
H  -14.695  1.490  4.714  0.29
H  -15.286  0.086  5.598  0.37
H  -14.717  1.503  6.485  0.29
H  -12.991  -0.367  4.773  0.24
H  -13.050  -0.359  6.520  0.37
H  -11.066  0.831  5.826  0.30
H  -12.165  1.940  6.607  0.39
H  -11.128  2.978  4.658  0.35
H  -12.862  2.895  4.467  0.36
H  -11.793  2.363  2.368  0.26
H  -12.622  0.932  2.939  0.29
H  -9.612  1.468  3.195  0.25
H  -10.379  0.379  2.035  0.29
H  -10.427  -0.003  3.753  0.42
C  3.414  5.295  4.545  -1.27
C  4.489  4.488  5.265  -0.20
C  4.015  3.887  6.586  -0.61
C  3.597  4.902  7.652  -0.79
C  4.671  5.917  8.040  -0.37
C  5.910  5.280  8.659  -1.19
H  3.094  6.157  5.133  0.39
H  3.794  5.669  3.592  0.34
H  2.538  4.676  4.337  0.27
H  5.372  5.115  5.425  0.34
H  4.810  3.674  4.609  0.16
H  4.807  3.245  6.986  0.33
H  3.166  3.223  6.389  0.34
H  3.287  4.354  8.548  0.39
H  2.709  5.442  7.311  0.31
H  4.240  6.615  8.763  0.37
H  4.961  6.516  7.172  0.23
H  5.650  4.709  9.553  0.29
H  6.627  6.051  8.951  0.38
H  6.415  4.613  7.959  0.28

***

# 2
The following is a DFT calculation (ωB97M-V with the def2-TZVPD basis set) of a structure of composition C22H23KN6O7 in a non-equilibrium geometry.

Its charge is -2. As for the energy above the lowest of the compared OMol25 structures with the same formula, charge and spin: 58.1 kcal per mole. The molar mass is 522.559 g mol⁻¹.

Last column: Mulliken charge in e.
CARTESIAN COORDINATES (ANGSTROEM)
K  -0.638  0.070  -0.028  0.94
O  2.419  2.152  -1.424  -0.64
C  1.665  1.741  -2.528  -0.33
C  0.407  2.606  -2.742  -1.15
N  -0.789  2.037  -2.155  0.96
C  -1.387  2.902  -1.158  -0.96
C  -0.536  3.035  0.148  0.57
O  -0.846  3.963  0.900  -0.82
O  0.367  2.188  0.325  -0.73
C  -1.724  1.493  -3.126  -1.04
C  -1.662  -0.058  -3.222  0.75
O  -1.676  -0.560  -4.371  -0.94
O  -1.625  -0.680  -2.149  -0.73
H  1.785  2.131  -0.668  0.44
H  1.364  0.692  -2.422  0.02
H  2.318  1.827  -3.407  0.36
H  0.268  2.777  -3.826  0.44
H  0.613  3.580  -2.280  0.48
H  -2.345  2.484  -0.839  0.47
H  -1.579  3.921  -1.551  0.26
H  -1.571  1.924  -4.130  0.22
H  -2.752  1.727  -2.822  0.43
N  -0.228  -2.710  -3.685  -0.01
C  0.529  -1.903  -2.893  -0.72
N  1.095  -2.239  -1.805  -0.46
C  0.974  -3.536  -1.367  0.24
N  1.199  -3.872  -0.127  -0.55
N  1.515  -2.849  0.689  -0.19
C  1.237  -2.952  1.935  -0.61
C  1.408  -1.822  2.818  0.82
C  1.495  -1.972  4.212  -0.72
C  1.594  -0.843  4.997  -0.18
C  1.573  0.406  4.391  -0.75
C  1.445  0.455  3.007  -0.21
N  1.394  -0.614  2.248  -0.12
C  0.500  -4.529  -2.315  0.71
C  0.664  -5.903  -2.142  -0.45
C  0.106  -6.798  -3.036  -0.61
C  -0.665  -6.333  -4.090  -0.35
C  -0.829  -4.971  -4.294  -0.56
C  -0.220  -4.057  -3.437  -0.11
H  -0.927  -2.195  -4.251  0.39
H  0.678  -0.909  -3.288  0.98
H  0.760  -3.851  2.353  0.28
H  1.487  -2.955  4.665  0.34
H  1.677  -0.931  6.074  0.38
H  1.633  1.313  4.974  0.38
H  1.371  1.391  2.475  0.50
H  1.247  -6.240  -1.300  0.44
H  0.258  -7.863  -2.912  0.36
H  -1.128  -7.038  -4.769  0.37
H  -1.418  -4.604  -5.122  0.42
C  -4.580  0.870  2.691  -0.75
O  -3.480  0.445  1.883  -0.06
C  -2.435  -0.214  2.479  -0.38
O  -2.487  -0.443  3.687  -0.55
H  -5.505  0.456  2.279  0.21
H  -4.622  1.961  2.712  0.23
H  -4.420  0.496  3.707  0.30

***

# 3
The following is a DFT calculation (ωB97M-V with the def2-TZVPD basis set) of a cluster of 13 separate species, C23H68Cl2NO14 in total in a non-equilibrium geometry.

Its charge is -1. The molar mass is 653.696 g mol⁻¹.

Last column: Mulliken charge in e.
CARTESIAN COORDINATES (ANGSTROEM)
C  -1.564  -1.839  2.325  0.11
C  -2.400  -2.278  1.029  0.27
O  -2.726  -3.474  0.961  -0.64
O  -2.662  -1.303  0.055  -0.14
C  -4.024  -1.364  -0.422  -0.69
C  -5.023  -0.372  0.371  -0.28
C  -4.185  0.945  0.749  0.45
C  -5.120  2.092  1.381  -0.72
C  -4.484  3.562  1.272  -0.79
C  -2.926  3.615  1.731  -0.17
N  -2.094  3.878  0.540  -0.64
C  -0.790  3.258  0.644  0.14
Cl  -0.828  1.381  0.682  -0.30
C  0.167  3.697  -0.589  0.11
C  0.547  2.502  -1.577  -1.21
Cl  -0.627  4.992  -1.666  -0.26
H  -1.494  -0.714  2.421  -0.21
H  -0.511  -2.250  2.248  0.21
H  -2.057  -2.263  3.262  0.14
H  -4.443  -2.418  -0.504  0.33
H  -4.006  -0.962  -1.496  0.29
H  -5.874  -0.081  -0.337  0.44
H  -5.400  -0.824  1.342  -0.11
H  -3.424  0.669  1.559  -0.35
H  -3.594  1.330  -0.150  0.18
H  -6.099  2.041  0.778  0.33
H  -5.381  1.805  2.460  0.25
H  -4.628  3.970  0.219  0.31
H  -5.132  4.229  1.950  0.27
H  -2.680  2.653  2.289  -0.08
H  -2.889  4.463  2.518  0.33
H  -0.254  3.638  1.593  0.15
H  1.135  4.097  -0.153  0.31
H  1.119  2.987  -2.451  0.24
H  -0.379  2.035  -2.041  0.31
H  1.249  1.729  -1.138  0.45
C  2.330  -1.060  -1.745  -0.48
O  2.546  0.220  -1.164  -0.45
H  1.342  -1.416  -1.455  0.18
H  2.382  -0.982  -2.835  0.23
H  3.085  -1.760  -1.386  0.24
H  3.427  0.512  -1.435  0.24
C  0.616  0.427  4.416  -0.44
O  -0.423  -0.114  5.224  -0.45
H  0.206  0.682  3.439  0.03
H  1.018  1.329  4.887  0.34
H  1.411  -0.315  4.294  0.27
H  -0.034  -0.331  6.081  0.29
C  -1.263  -3.471  6.461  -0.54
O  0.048  -3.397  5.920  -0.56
H  -1.202  -3.817  7.493  0.30
H  -1.725  -2.480  6.439  0.21
H  -1.862  -4.175  5.878  0.26
H  -0.038  -3.088  5.007  0.32
C  0.383  3.141  -5.804  -0.18
O  -0.894  3.451  -5.269  -0.55
H  0.274  2.909  -6.864  0.00
H  1.049  4.001  -5.689  0.21
H  0.800  2.273  -5.286  0.21
H  -0.768  3.652  -4.331  0.30
C  -6.471  -2.796  3.667  -0.51
O  -7.378  -1.751  3.344  -0.52
H  -6.112  -3.250  2.744  0.20
H  -5.623  -2.388  4.223  0.23
H  -6.983  -3.553  4.268  0.32
H  -7.678  -1.369  4.176  0.29
C  3.836  -5.099  -2.428  -0.35
O  4.057  -3.819  -1.845  -0.45
H  2.847  -5.452  -2.137  0.23
H  3.886  -5.020  -3.518  0.28
H  4.591  -5.801  -2.069  0.04
H  4.936  -3.531  -2.117  0.27
C  1.665  -5.539  3.195  -0.58
O  0.387  -5.231  3.728  -0.47
H  1.556  -5.776  2.136  0.22
H  2.330  -4.677  3.304  0.26
H  2.087  -6.402  3.717  0.29
H  0.510  -5.024  4.666  0.32
C  1.502  2.954  -9.480  -0.42
O  2.311  1.959  -8.861  -0.51
H  1.686  3.911  -8.995  0.06
H  1.761  3.031  -10.540  0.27
H  0.447  2.690  -9.370  0.28
H  2.129  1.125  -9.307  0.29
C  3.003  6.573  -8.536  -0.53
O  2.228  5.915  -9.529  -0.49
H  3.195  5.875  -7.721  0.23
H  3.955  6.898  -8.964  0.27
H  2.455  7.436  -8.150  0.26
H  2.072  6.551  -10.236  0.27
C  -1.921  1.273  8.787  -0.53
O  -0.610  1.347  8.246  -0.51
H  -1.855  0.927  9.818  0.23
H  -2.385  2.262  8.767  0.26
H  -2.522  0.569  8.206  0.24
H  -0.696  1.655  7.334  0.31
C  6.199  -6.966  0.187  -0.53
O  5.782  -7.263  -1.140  -0.52
H  6.075  -5.897  0.361  0.23
H  5.586  -7.521  0.901  0.25
H  7.251  -7.233  0.313  0.26
H  5.900  -8.211  -1.269  0.28
C  5.949  2.649  -2.645  -0.56
O  4.910  2.111  -1.840  -0.46
H  5.538  2.906  -3.621  0.21
H  6.353  3.549  -2.175  0.25
H  6.742  1.907  -2.771  0.25
H  5.298  1.893  -0.984  0.27

***

Number 1: Kohn-Sham gap 0.277 Ha, E -117591.3185 eV. Number 2: Kohn-Sham gap 0.176 Ha, E -62786.4908 eV. Number 3: Kohn-Sham gap 0.161 Ha, E -80146.1913 eV.